{"formula": "C12H13FNO3", "method": "ωB97M-V/def2-TZVPD", "elements": ["C", "C", "C", "C", "C", "C", "C", "C", "O", "N", "C", "C", "C", "F", "C", "O", "H", "H", "H", "H", "H", "H", "H", "H", "H", "H", "H", "H", "O", "H"], "coordinates": [[2.910, -1.229, 1.239], [2.492, -0.189, 0.237], [3.275, 0.939, -0.003], [2.911, 1.911, -0.928], [1.735, 1.802, -1.656], [0.954, 0.701, -1.408], [1.319, -0.273, -0.487], [0.225, -1.296, -0.460], [0.213, -2.384, 0.061], [-0.801, -0.790, -1.272], [-2.190, -1.169, -1.126], [-2.949, -0.393, -0.023], [-2.109, 0.431, 0.925], [-3.639, -1.381, 0.706], [-0.379, 0.340, -1.973], [-0.968, 0.858, -2.891], [2.198, -2.050, 1.271], [3.024, -0.787, 2.229], [3.877, -1.646, 0.946], [4.194, 1.058, 0.557], [3.549, 2.775, -1.068], [1.433, 2.549, -2.377], [-2.674, -1.014, -2.091], [-2.245, -2.231, -0.896], [-3.727, 0.234, -0.465], [-1.621, -0.187, 1.680], [-2.751, 1.090, 1.525], [-1.381, 1.050, 0.392], [-3.230, 1.073, 3.636], [-3.643, 0.205, 3.720]], "lowdin_charge": [-0.023, -0.192, -0.032, -0.063, -0.005, -0.085, -0.033, -0.334, 0.125, 0.029, -0.064, -0.323, -0.043, -0.044, -0.365, 0.119, 0.069, 0.089, 0.084, 0.113, 0.102, 0.120, 0.122, 0.126, 0.137, 0.089, 0.050, 0.076, -0.642, -0.202], "lumo_ha": 0.0719, "de_lowest_kcal_mol": 0.00, "homo_ev": -2.296, "e_tot_ev": -23005.57987, "total_charge": -1}

---

{"formula": "C26H106ClFIN2O28S", "method": "ωB97M-V/def2-TZVPD", "elements": ["C", "C", "C", "C", "C", "C", "C", "C", "C", "C", "C", "C", "C", "N", "F", "C", "Cl", "C", "C", "C", "C", "C", "C", "C", "C", "I", "C", "N", "C", "C", "C", "S", "H", "H", "H", "H", "H", "H", "H", "H", "H", "H", "H", "H", "H", "H", "H", "H", "H", "H", "H", "H", "H", "H", "H", "H", "H", "H", "H", "H", "H", "H", "H", "H", "H", "H", "H", "H", "H", "H", "H", "H", "H", "H", "H", "H", "H", "H", "H", "H", "H", "H", "O", "H", "H", "O", "H", "H", "O", "H", "H", "O", "H", "H", "O", "H", "H", "O", "H", "H", "O", "H", "H", "O", "H", "H", "O", "H", "H", "O", "H", "H", "O", "H", "H", "O", "H", "H", "O", "H", "H", "O", "H", "H", "O", "H", "H", "O", "H", "H", "O", "H", "H", "O", "H", "H", "O", "H", "H", "O", "H", "H", "O", "H", "H", "O", "H", "H", "O", "H", "H", "O", "H", "H", "O", "H", "H", "O", "H", "H", "O", "H", "H", "O", "H", "H"], "coordinates": [[-1.751, -0.221, 1.912], [-1.518, 0.885, 1.167], [-0.241, 1.085, 0.394], [-0.458, 1.220, -1.144], [-1.020, 2.627, -1.393], [-2.015, 2.813, -2.554], [-3.467, 2.602, -2.069], [-4.446, 1.884, -3.021], [-5.328, 0.882, -2.268], [-6.320, 1.563, -1.315], [-5.755, 1.706, 0.105], [-6.154, 0.625, 1.128], [-4.904, 0.103, 1.845], [-1.192, 0.119, -1.792], [-2.410, -0.223, -1.255], [-0.316, -1.120, -1.960], [-0.434, -2.006, -0.406], [-0.854, -1.981, -3.085], [-1.936, -3.039, -2.780], [-1.330, -4.419, -2.551], [-2.833, -3.113, -4.033], [1.157, -0.563, -2.030], [1.926, -0.809, -3.312], [2.664, -2.175, -3.405], [2.476, -3.142, -2.255], [2.276, -3.114, -5.307], [0.957, 0.980, -1.799], [0.971, 1.608, -3.150], [2.083, 1.689, -1.058], [2.836, 0.825, -0.042], [3.491, 1.686, 1.026], [5.262, 2.061, 0.830], [-2.697, -0.741, 1.889], [-1.002, -0.652, 2.568], [-2.295, 1.645, 1.139], [0.398, 0.251, 0.644], [0.232, 2.015, 0.705], [-1.534, 2.974, -0.503], [-0.160, 3.281, -1.505], [-1.815, 2.200, -3.434], [-1.923, 3.837, -2.905], [-3.419, 2.074, -1.126], [-3.888, 3.580, -1.856], [-3.941, 1.396, -3.857], [-5.113, 2.619, -3.460], [-5.903, 0.343, -3.017], [-4.708, 0.170, -1.732], [-6.610, 2.534, -1.707], [-7.230, 0.968, -1.273], [-6.042, 2.680, 0.491], [-4.670, 1.708, 0.071], [-6.673, -0.203, 0.657], [-6.791, 1.113, 1.857], [-5.139, -0.167, 2.869], [-4.122, 0.857, 1.890], [-4.499, -0.759, 1.321], [-1.447, 0.382, -2.752], [-1.269, -1.328, -3.859], [-0.031, -2.500, -3.562], [-2.590, -2.743, -1.965], [-0.509, -4.589, -3.243], [-0.916, -4.523, -1.550], [-2.084, -5.191, -2.647], [-2.224, -3.193, -4.929], [-3.426, -4.021, -3.983], [-3.488, -2.249, -4.098], [1.603, -0.995, -1.148], [2.680, -0.045, -3.455], [1.260, -0.699, -4.159], [3.724, -1.958, -3.456], [3.045, -2.728, -1.422], [2.936, -4.092, -2.500], [1.454, -3.259, -1.916], [0.160, 1.426, -3.719], [1.130, 2.600, -3.094], [1.704, 2.580, -0.567], [2.795, 2.025, -1.806], [2.219, 0.068, 0.425], [3.612, 0.280, -0.579], [3.420, 1.222, 2.002], [2.997, 2.649, 1.065], [5.629, 1.324, -0.219], [-3.418, 0.411, 4.761], [-3.144, -0.061, 3.967], [-3.544, 1.321, 4.471], [-1.547, 3.686, 3.201], [-1.036, 2.998, 2.767], [-0.928, 4.061, 3.835], [-9.314, 2.233, 2.035], [-9.280, 2.003, 2.967], [-9.939, 1.607, 1.659], [0.818, 2.814, 2.809], [1.002, 2.018, 3.320], [1.614, 3.349, 2.893], [6.090, 2.389, 4.226], [6.043, 3.344, 4.135], [5.950, 2.057, 3.340], [-7.593, 1.759, -4.406], [-7.213, 2.643, -4.418], [-8.403, 1.874, -3.902], [4.559, -1.987, -8.480], [5.244, -1.593, -7.924], [3.846, -2.186, -7.866], [5.577, 0.386, 6.763], [4.750, 0.802, 7.035], [5.933, 1.020, 6.130], [6.876, 0.138, -7.468], [7.478, -0.289, -8.086], [6.734, 1.013, -7.841], [2.643, 0.786, 6.976], [2.010, 0.419, 7.606], [2.839, 0.054, 6.381], [2.293, -1.961, 5.698], [1.841, -2.606, 5.146], [3.024, -2.463, 6.087], [3.423, -6.223, -7.146], [2.874, -5.697, -6.560], [3.465, -5.683, -7.943], [4.877, -3.265, 5.069], [5.812, -3.469, 4.978], [4.776, -2.412, 4.637], [2.129, -4.190, -8.913], [2.207, -3.365, -9.404], [1.660, -4.780, -9.511], [1.517, -0.805, 9.519], [1.779, -1.701, 9.289], [2.024, -0.607, 10.312], [-1.133, -3.581, -7.185], [-1.336, -4.484, -7.444], [-0.230, -3.618, -6.856], [-8.559, 4.632, -4.559], [-8.527, 5.582, -4.694], [-9.194, 4.318, -5.209], [5.286, -2.023, -0.515], [5.965, -2.617, -0.860], [5.768, -1.454, 0.095], [-1.688, 1.860, 6.801], [-1.597, 1.596, 7.722], [-2.337, 1.239, 6.441], [-1.426, 0.092, 9.902], [-0.489, -0.109, 9.793], [-1.553, 0.933, 9.456], [7.534, 4.678, 0.067], [7.919, 4.279, 0.851], [6.853, 4.061, -0.216], [0.116, -0.049, 4.229], [-0.355, -0.667, 3.662], [0.827, -0.567, 4.628], [-2.890, -2.427, 3.756], [-2.798, -2.685, 4.678], [-3.544, -3.033, 3.398], [5.158, -4.933, 0.243], [5.107, -3.984, 0.077], [4.721, -5.351, -0.503], [2.469, 2.620, 4.326], [2.559, 3.089, 5.161], [1.618, 2.174, 4.412], [1.205, 3.235, 6.883], [0.321, 2.890, 7.058], [1.709, 2.472, 6.584], [3.135, 0.790, -7.893], [2.401, 0.733, -8.508], [3.710, 0.054, -8.135], [5.207, -1.284, 9.499], [5.698, -1.316, 8.670], [5.309, -0.371, 9.779]], "lowdin_charge": [-0.026, -0.130, -0.129, -0.274, -0.090, -0.159, -0.182, -0.184, -0.213, -0.187, -0.198, -0.213, -0.113, 0.043, 0.079, -0.542, 0.901, -0.150, -0.425, -0.072, -0.056, -0.204, -0.205, -0.705, -0.152, 1.064, -0.354, 0.098, -0.111, -0.232, -0.512, 0.793, 0.030, 0.030, 0.102, 0.079, 0.106, 0.124, 0.121, 0.089, 0.121, 0.060, 0.127, 0.105, 0.096, 0.095, 0.091, 0.106, 0.107, 0.116, 0.058, 0.106, 0.087, 0.072, 0.046, 0.070, 0.176, 0.132, 0.065, 0.112, 0.078, 0.056, 0.082, 0.064, 0.082, 0.081, 0.082, 0.122, 0.076, 0.067, 0.066, 0.072, 0.040, 0.081, 0.098, 0.115, 0.136, 0.096, 0.091, 0.064, 0.056, -0.138, -0.051, -0.020, 0.053, -0.074, -0.028, 0.033, -0.055, 0.035, 0.034, -0.079, 0.017, 0.062, -0.053, 0.046, -0.050, -0.050, 0.011, 0.041, -0.065, 0.020, -0.034, -0.060, 0.005, 0.008, -0.050, 0.046, 0.046, -0.048, 0.040, 0.023, -0.047, 0.054, 0.040, -0.081, -0.065, 0.005, -0.052, 0.048, 0.031, -0.069, 0.047, 0.057, -0.035, 0.058, 0.063, -0.070, 0.044, -0.055, -0.053, 0.042, 0.045, -0.055, 0.057, 0.051, -0.043, 0.006, 0.017, -0.045, -0.004, 0.007, -0.069, 0.027, -0.032, -0.020, -0.016, 0.024, -0.039, 0.058, 0.053, -0.050, -0.021, 0.032, -0.057, 0.052, 0.019, -0.051, 0.015, -0.029, -0.065, 0.033, -0.009, -0.064, 0.017, 0.032], "lumo_ha": -0.0901, "homo_ev": -11.490, "e_tot_ev": -123157.67970, "total_charge": 1}

---

{"formula": "C4H10S", "method": "ωB97M-V/def2-TZVPD", "elements": ["C", "C", "C", "C", "H", "H", "H", "H", "H", "H", "H", "H", "H", "H", "S"], "coordinates": [[-2.387, -0.127, -0.063], [-0.970, -0.771, -0.090], [0.023, 0.210, 0.323], [0.225, 1.706, -0.093], [-2.903, -0.058, 0.942], [-2.656, -1.157, -0.561], [-2.591, 0.790, -0.589], [-0.817, -1.696, 0.816], [-0.566, -1.566, -1.120], [0.138, 0.048, 1.389], [0.060, 1.840, -1.288], [1.367, 1.878, 0.045], [-0.502, 2.400, 0.743], [1.472, -1.513, 0.330], [1.604, -0.442, -0.073]], "lowdin_charge": [-0.120, -0.385, -0.847, -0.170, 0.085, 0.092, 0.053, 0.172, 0.179, 0.080, 0.117, 0.039, 0.152, -0.267, 0.819], "lumo_ha": 0.0301, "de_lowest_kcal_mol": 110.91, "homo_ev": -8.753, "e_tot_ev": -15140.55798, "total_charge": 0}

---

{"formula": "C4H7BrOS", "method": "ωB97M-V/def2-TZVPD", "elements": ["C", "C", "C", "C", "O", "S", "Br", "H", "H", "H", "H", "H", "H", "H"], "coordinates": [[-0.437, 0.594, -0.722], [0.807, 0.676, 0.228], [-1.351, -0.437, 0.039], [0.931, -0.648, 0.955], [-0.657, -1.568, 0.359], [0.923, -0.463, 2.745], [2.400, -1.770, 0.363], [-0.905, 1.571, -0.860], [-0.105, 0.248, -1.663], [1.832, 1.047, -0.274], [0.567, 1.425, 1.068], [-1.576, 0.197, 0.969], [-2.298, -0.731, -0.524], [0.602, -1.669, 2.961]], "lowdin_charge": [-0.158, -0.301, -0.345, -1.026, -0.180, 0.776, 0.683, 0.108, 0.086, 0.152, 0.102, 0.118, 0.143, -0.159], "lumo_ha": 0.0067, "de_lowest_kcal_mol": 35.27, "homo_ev": -9.624, "e_tot_ev": -87184.12938, "total_charge": 0}